1.
{
  "formula": "C7H11N3O4",
  "method": "wB97M-V/def2-TZVPD",
  "symbols": ["C", "C", "C", "C", "C", "C", "C", "N", "N", "N", "O", "O", "O", "O", "H", "H", "H", "H", "H", "H", "H", "H", "H", "H", "H"],
  "positions_angstrom": [[-0.650, 0.046, -1.370], [1.563, 0.142, -0.794], [-0.928, -2.212, -0.311], [-0.405, -0.784, -0.132], [0.874, 1.188, -2.962], [1.657, -1.318, 1.198], [-1.439, 1.189, 1.371], [0.587, 0.492, -1.730], [0.930, -0.575, 0.194], [-1.626, -0.229, 1.175], [-2.241, -2.297, -0.302], [-1.692, 0.252, -1.934], [2.727, 0.430, -0.845], [-0.186, -3.137, -0.477], [0.059, 1.876, -3.178], [1.815, 1.719, -2.844], [0.961, 0.468, -3.779], [1.572, -2.392, 1.012], [2.701, -1.014, 1.129], [1.275, -1.086, 2.194], [-1.988, 1.488, 2.264], [-0.390, 1.482, 1.505], [-1.849, 1.721, 0.514], [-2.636, -1.431, -0.066], [-1.271, -0.733, 1.985]],
  "lowdin_charge": [-0.38, -0.44, -0.49, -0.14, 0.02, 0.01, -0.16, 0.03, -0.02, 0.01, 0.14, 0.14, 0.13, 0.14, 0.10, 0.10, 0.11, 0.09, 0.10, 0.09, 0.08, 0.08, 0.08, 0.11, 0.08],
  "e_homo_ev": -9.72,
  "mol_weight_g_mol": 201.18,
  "e_above_lowest_kj_mol": 0.0,
  "e_tot_ev": -20098.09360,
  "multiplicity": 1,
  "homo_lumo_gap_ev": 9.81
}

2.
{
  "formula": "C7H11N3OS",
  "method": "wB97M-V/def2-TZVPD",
  "symbols": ["C", "C", "C", "C", "C", "C", "C", "N", "N", "N", "O", "S", "H", "H", "H", "H", "H", "H", "H", "H", "H", "H", "H"],
  "positions_angstrom": [[0.422, 0.506, -1.100], [-0.153, 1.575, -0.605], [-0.960, -1.277, -0.628], [-2.683, 1.688, -0.255], [1.877, 0.398, -1.476], [0.713, 2.770, -0.369], [0.152, -1.816, 3.017], [-0.335, -0.623, -1.487], [-1.529, 1.708, -0.481], [-1.650, -2.371, -0.948], [-0.753, -0.910, 0.667], [-1.382, -1.680, 2.056], [2.152, -0.584, -1.848], [1.852, 1.052, -2.376], [2.528, 0.813, -0.741], [0.874, 3.398, -1.270], [0.341, 3.601, 0.330], [1.558, 2.278, 0.091], [0.071, -2.525, 3.784], [0.329, -0.838, 3.357], [0.946, -2.011, 2.363], [-2.292, -2.664, -0.176], [-2.078, -2.489, -1.904]],
  "lowdin_charge": [-0.30, -0.34, -0.61, 0.04, -0.01, -0.05, -0.33, 0.15, -0.01, 0.14, -0.40, 0.92, 0.08, 0.11, 0.06, 0.09, 0.10, 0.06, 0.03, 0.02, 0.02, 0.08, 0.15],
  "e_homo_ev": -8.14,
  "mol_weight_g_mol": 185.25,
  "e_above_lowest_kj_mol": 370.6,
  "e_tot_ev": -24787.25476,
  "multiplicity": 1,
  "homo_lumo_gap_ev": 8.70
}

3.
{
  "formula": "C7H11N4",
  "method": "wB97M-V/def2-TZVPD",
  "symbols": ["C", "C", "C", "C", "C", "C", "C", "N", "N", "N", "N", "H", "H", "H", "H", "H", "H", "H", "H", "H", "H", "H"],
  "positions_angstrom": [[0.422, 1.860, 0.055], [-1.796, 1.807, -0.361], [0.554, -0.998, -0.892], [2.822, -0.683, 0.196], [-1.689, -1.103, 0.204], [-0.638, -0.373, -0.247], [2.441, 0.676, 0.737], [-0.679, 1.099, -0.181], [1.614, 1.409, 0.287], [1.647, -1.430, -0.048], [-2.734, -0.616, 0.854], [0.481, 2.825, -0.203], [-1.869, 2.822, -0.225], [-2.779, 1.335, -0.707], [0.049, -1.722, -1.510], [1.084, -0.288, -1.759], [3.486, -0.295, -0.729], [3.565, -1.263, 0.962], [-1.764, -2.117, 0.128], [1.529, -1.988, 0.773], [-2.618, 0.331, 1.189], [-3.127, -1.288, 1.476]],
  "lowdin_charge": [-0.12, 0.11, -0.16, -0.23, -0.11, -0.16, 0.09, -0.04, 0.12, -0.05, 0.11, 0.11, 0.08, 0.14, 0.11, 0.20, 0.16, 0.17, 0.12, 0.12, 0.09, 0.12],
  "e_homo_ev": [-11.70, -11.61],
  "mol_weight_g_mol": 151.19,
  "e_above_lowest_kj_mol": 656.4,
  "e_tot_ev": -13385.34088,
  "charge": 1,
  "multiplicity": 1,
  "homo_lumo_gap_ev": [6.85, 7.04]
}

4.
{
  "formula": "C7H11N4S",
  "method": "wB97M-V/def2-TZVPD",
  "symbols": ["C", "C", "C", "C", "C", "C", "C", "N", "N", "N", "N", "S", "H", "H", "H", "H", "H", "H", "H", "H", "H", "H", "H"],
  "positions_angstrom": [[-3.319, 2.392, -1.983], [-2.682, 3.575, -1.606], [-1.500, 1.504, -1.121], [1.380, 0.280, 0.253], [-1.017, -0.610, 0.491], [0.466, -0.806, 0.835], [0.732, -2.208, 0.186], [-2.641, 1.261, -1.683], [-0.552, 0.628, -0.927], [0.742, 0.991, -0.661], [2.580, 0.395, 0.881], [-1.206, 3.232, -0.821], [-4.311, 2.401, -2.512], [-2.989, 4.509, -1.868], [-1.400, -1.510, -0.070], [-1.483, -0.063, 1.288], [0.598, -1.008, 1.970], [0.272, -2.328, -0.693], [0.438, -3.069, 0.874], [1.860, -2.380, 0.038], [1.333, 1.653, -1.123], [2.873, -0.376, 1.438], [3.315, 0.820, 0.303]],
  "lowdin_spin": [0.08, 0.31, 0.12, 0.04, 0.56, 0.06, 0.01, 0.17, 0.38, 0.03, 0.02, 0.14, 0.00, 0.02, 0.01, 0.03, 0.02, 0.00, 0.00, 0.00, 0.01, 0.00, 0.00],
  "s_squared": 2.024,
  "e_homo_ev": [-9.12, -13.41],
  "mol_weight_g_mol": 183.26,
  "e_above_lowest_kj_mol": 117.5,
  "e_tot_ev": -24220.44748,
  "charge": 1,
  "multiplicity": 3,
  "homo_lumo_gap_ev": [5.64, 7.28]
}